# 1
Molecular formula: C18H52N2O7
Method: DFT, ωB97M-V/def2-TZVPD

Geometry (Å):
C  2.358  3.018  0.609
O  1.341  3.896  0.213
C  1.631  5.256  0.439
C  0.569  6.096  -0.239
C  0.655  7.559  0.194
N  -0.744  5.549  0.169
H  2.018  1.993  0.482
H  2.701  3.192  1.635
H  3.254  3.150  -0.024
H  1.724  5.512  1.502
H  2.599  5.496  -0.034
H  0.686  6.084  -1.330
H  -0.196  8.102  -0.215
H  1.556  8.019  -0.223
H  0.687  7.643  1.279
H  -0.648  4.544  0.086
H  -1.475  5.836  -0.470
C  -1.111  -0.006  2.137
O  -0.032  0.189  1.252
C  0.245  -0.841  0.333
C  0.867  -2.067  0.975
C  2.175  -1.768  1.719
N  1.042  -3.070  -0.096
H  -0.786  0.210  3.159
H  -1.417  -1.055  2.111
H  -1.926  0.684  1.910
H  -0.691  -1.122  -0.170
H  0.919  -0.443  -0.429
H  0.187  -2.491  1.716
H  2.065  -0.907  2.382
H  2.998  -1.582  1.025
H  2.433  -2.633  2.332
H  1.428  -3.920  0.312
H  1.816  -2.762  -0.685
C  -2.151  -4.356  1.096
C  -2.285  -5.433  0.029
O  -3.368  -6.310  0.307
H  -1.460  -3.581  0.761
H  -1.812  -4.744  2.058
H  -3.119  -3.867  1.219
H  -1.335  -5.931  -0.176
H  -2.549  -4.915  -0.896
H  -3.083  -7.001  0.911
C  0.195  -5.355  -2.780
C  0.531  -4.021  -3.449
O  -0.180  -3.904  -4.687
H  0.842  -6.124  -3.238
H  -0.801  -5.754  -2.959
H  0.463  -5.381  -1.724
H  1.605  -3.934  -3.584
H  0.122  -3.226  -2.827
H  0.316  -4.405  -5.340
C  -2.495  0.232  6.046
C  -3.691  1.076  5.717
O  -4.862  0.336  6.023
H  -1.569  0.773  5.850
H  -2.499  -0.706  5.487
H  -2.512  -0.083  7.091
H  -3.677  1.317  4.645
H  -3.630  2.033  6.245
H  -5.596  0.942  6.143
C  3.829  -0.061  -3.297
C  2.399  -0.542  -3.475
O  2.298  -1.672  -4.353
H  3.951  0.442  -2.332
H  4.105  0.676  -4.052
H  4.525  -0.898  -3.315
H  1.785  0.269  -3.885
H  1.930  -0.821  -2.533
H  2.633  -1.365  -5.201
C  -1.412  2.259  -1.378
C  -0.298  2.176  -2.403
O  -0.900  2.106  -3.707
H  -1.133  2.486  -0.349
H  -1.964  1.319  -1.338
H  -2.070  3.059  -1.730
H  0.294  1.268  -2.246
H  0.391  3.019  -2.350
H  -0.698  1.243  -4.078

Values from the calculation:
- orbital gap (eV) = 9.725
- SMILES = COC[C@H](C)N.COC[C@H](C)N.CCO.CCO.CCO.CCO.CCO
- energy above the lowest of the compared OMol25 structures with the same formula, charge and spin (kJ/mol) = 32.8
- total charge = 0


# 2
Molecular formula: C28H41ClN7O4
Method: DFT, ωB97M-V/def2-TZVPD

Geometry (Å):
Cl  -1.792  -10.681  -2.856
O  -2.311  -9.720  -1.903
O  -2.046  -10.239  -4.157
O  -0.361  -10.944  -2.670
O  -2.473  -11.839  -2.600
C  -0.048  -14.938  -2.262
C  0.343  -15.468  -0.848
C  0.938  -14.286  0.004
C  0.022  -13.137  0.197
N  -0.662  -12.234  0.392
H  -0.833  -14.184  -2.209
H  -0.464  -15.761  -2.843
H  0.845  -14.548  -2.750
H  1.145  -16.201  -0.767
H  -0.535  -15.896  -0.365
H  1.766  -13.759  -0.471
H  1.267  -14.684  0.964
C  -2.256  -14.448  -5.106
C  -1.426  -15.448  -5.988
C  -1.958  -16.847  -6.141
C  -2.145  -17.598  -4.889
N  -2.294  -18.271  -3.950
H  -2.087  -14.862  -4.112
H  -3.338  -14.423  -5.238
H  -2.068  -13.375  -5.122
H  -0.517  -15.478  -5.388
H  -1.346  -14.941  -6.950
H  -1.301  -17.423  -6.794
H  -2.899  -16.863  -6.690
C  -5.296  -12.041  -4.746
C  -6.246  -13.149  -5.111
C  -6.539  -13.144  -6.581
C  -7.184  -11.919  -7.058
N  -7.642  -10.894  -7.363
H  -5.625  -11.007  -4.852
H  -4.465  -12.157  -5.442
H  -4.873  -12.301  -3.776
H  -7.148  -13.001  -4.517
H  -5.886  -14.094  -4.705
H  -7.209  -13.923  -6.944
H  -5.620  -13.303  -7.144
N  0.975  -10.093  -6.454
C  2.378  -10.384  -6.338
C  3.071  -9.433  -7.130
C  2.123  -8.537  -7.618
C  0.848  -8.949  -7.215
H  0.234  -10.511  -5.910
H  2.693  -11.193  -5.696
H  4.148  -9.407  -7.211
H  2.462  -7.605  -8.048
H  -0.112  -8.457  -7.281
N  2.422  -10.928  -2.129
C  3.474  -10.118  -1.824
C  4.643  -10.839  -1.929
C  4.304  -12.018  -2.571
C  2.936  -12.015  -2.823
H  1.431  -10.736  -2.137
H  3.253  -9.200  -1.299
H  5.605  -10.389  -1.734
H  5.082  -12.752  -2.722
H  2.331  -12.697  -3.402
N  -2.911  -10.515  -6.940
C  -3.642  -9.670  -7.674
C  -3.592  -10.161  -8.953
C  -3.076  -11.441  -8.922
C  -2.463  -11.525  -7.686
H  -2.823  -10.545  -5.934
H  -4.219  -8.924  -7.147
H  -3.987  -9.708  -9.850
H  -3.002  -12.255  -9.628
H  -1.972  -12.340  -7.174
N  0.206  -7.493  -1.489
C  1.045  -7.196  -0.428
C  1.510  -5.925  -0.578
C  0.896  -5.360  -1.659
C  0.152  -6.381  -2.335
H  -0.177  -8.408  -1.679
H  1.249  -8.037  0.217
H  2.232  -5.470  0.084
H  1.127  -4.340  -1.927
H  -0.460  -6.394  -3.225

Values from the calculation:
- orbital gap (eV) = 7.781
- total charge = -1


# 3
Molecular formula: C3H7N3
Method: DFT, ωB97M-V/def2-TZVPD

Geometry (Å):
H  -1.975  0.954  -2.225
N  -1.201  0.534  -1.585
C  -0.251  1.296  -1.261
N  0.585  0.866  -0.130
N  0.505  -0.514  -0.042
C  0.879  -1.105  1.345
C  -0.556  -0.916  0.882
H  0.209  2.313  -1.608
H  1.591  0.926  -0.778
H  1.399  -0.459  2.044
H  1.311  -2.119  1.308
H  -1.172  -0.076  1.496
H  -1.324  -1.699  0.553

Values from the calculation:
- orbital gap (eV) = 9.722
- SMILES = [H]/N=C/NN1CC1
- energy above the lowest of the compared OMol25 structures with the same formula, charge and spin (kJ/mol) = 396.8
- total charge = 0


For the records above, the corresponding E_LUMO values read 0.5 2.1 1.0 eV.
For the records above, the corresponding DFT total energy values read -1353.07893 -2235.67838 -282.62313 a.u..
For the records above, the corresponding strongest force on any atom values read 1.723 5.244 6.370 eV/A.